Entry 1:
A cluster of 2 separate species, C31H36N4O2 in total in a non-equilibrium geometry, computed with wB97M-V/def2-TZVPD.

Geometry (Å):
H -1.703 -2.683 -3.577
H 4.488 0.574 -3.292
C -0.255 -5.631 -2.679
C 6.083 1.097 4.857
H 6.274 0.622 3.889
C 4.335 1.992 6.301
C -1.976 2.543 -0.584
C 3.728 0.899 4.153
O 2.108 1.512 -2.194
H 2.363 2.544 4.582
H -6.906 3.911 -2.717
H 4.833 -0.848 3.485
C -2.307 1.186 -0.390
H 0.642 -5.030 -2.487
C -1.599 -1.287 -1.939
C -1.583 -2.538 -2.500
O 2.997 -2.880 -1.138
C -1.181 -3.503 -0.287
C 2.553 1.675 3.961
C 3.006 -0.616 2.385
H -1.091 -4.393 0.340
C -3.660 0.792 -0.550
H -5.711 1.454 -0.815
C 3.923 -1.499 -2.938
C -5.826 4.111 -2.735
H -0.935 2.844 -0.494
H -5.490 4.747 0.570
H -2.771 -5.875 -3.562
H -3.553 -5.096 -2.154
H 3.138 0.003 -4.288
C -0.167 0.640 0.763
C -4.649 1.727 -0.799
H -6.988 4.709 -0.405
C -1.250 0.237 -0.048
C -1.416 -3.672 -1.672
C -2.679 -5.667 -2.487
N -1.450 -4.951 -2.227
C -2.938 3.467 -0.951
H -0.754 -2.090 1.277
C -1.031 -2.236 0.234
H -5.681 5.131 -3.120
C -4.297 3.079 -1.049
H -5.759 5.943 -0.733
H 4.679 3.039 6.259
N -5.279 4.013 -1.397
H -1.784 -0.406 -2.562
N 4.662 1.281 5.077
H -0.169 -6.594 -2.158
C 1.902 0.232 2.094
H 4.849 1.516 7.153
H 0.885 2.055 2.685
H -2.663 4.501 -1.173
H 3.118 -1.547 1.828
C 3.057 -1.779 -1.694
H 1.333 -0.799 0.271
H -5.336 3.400 -3.412
C 1.705 1.377 2.907
H -0.335 -5.837 -3.757
C 2.603 0.393 -2.215
C 1.011 -0.051 1.007
H 3.662 -2.194 -3.742
C -1.299 -1.111 -0.573
H 4.984 -1.635 -2.698
C -5.904 4.896 -0.434
N 2.386 -0.641 -1.337
H -3.941 -0.255 -0.438
C 3.936 -0.249 3.336
H 6.521 0.477 5.655
H 6.601 2.070 4.878
H -0.249 1.624 1.216
C 3.603 -0.070 -3.299
H 3.254 1.979 6.494
H -2.656 -6.630 -1.956

Results
E_HOMO	-7.65	eV
E_LUMO	-1.781	eV
multiplicity	1
HOMO-LUMO gap	5.87	eV

Entry 2:
A structure of composition C12H32CeIOP2Si in a non-equilibrium geometry, computed with wB97M-V/def2-TZVPD.

Geometry (Å):
H -4.646 -4.708 -3.100
C 0.854 -1.997 2.452
H -3.560 1.747 -0.373
C 1.336 2.923 2.197
H -5.509 -3.515 -2.093
C 3.909 2.595 0.613
H 1.881 -3.218 -0.276
H 0.374 -4.015 -0.850
H 2.318 -0.162 -0.278
C 1.566 0.619 0.009
H 1.884 3.386 3.022
C -1.586 -3.281 1.525
C -0.758 3.169 -0.507
C 0.276 -1.083 -2.055
H -1.311 -4.113 2.192
H 3.566 3.263 -0.176
C 3.170 0.630 2.787
H 2.398 0.150 3.391
H 3.747 1.294 3.438
C 0.939 -3.706 0.056
H -1.049 3.096 0.569
H 1.656 1.270 -0.913
H 0.356 3.206 -0.513
C -4.798 -3.637 -2.904
H -1.159 4.104 -0.929
H 3.852 -0.141 2.423
H 1.020 3.712 1.514
Ce -0.588 -0.119 0.104
H -5.191 -3.168 -3.815
H -2.187 -3.625 0.651
H -1.220 1.119 -3.788
P -1.384 1.751 -1.501
H 1.834 -1.528 2.207
H 1.012 -2.893 3.076
C -3.191 1.879 -1.418
H 0.292 -1.232 3.042
H 0.440 2.464 2.623
O 0.888 -1.423 -2.980
H -2.223 -2.551 2.079
C -0.826 1.968 -3.190
I -2.917 -2.691 -2.339
H 0.284 1.916 -3.218
H -1.200 2.940 -3.543
H 4.417 3.190 1.374
Si 2.450 1.639 1.361
H 1.129 -4.545 0.743
H -3.643 1.060 -2.022
P -0.054 -2.505 0.940
H -3.483 2.870 -1.795
H 4.632 1.898 0.189

Results
net charge	+2
E_HOMO (alpha / beta)	-14.94 / -14.91	eV
E_LUMO (alpha / beta)	-7.108 / -7.077	eV
multiplicity	2
HOMO-LUMO gap (alpha / beta)	7.83 / 7.84	eV
<S²>	0.75

Entry 3:
A cluster of 2 separate species, C2H3ClN4S in total in a non-equilibrium geometry, computed with wB97M-V/def2-TZVPD.

Geometry (Å):
N -0.727 -0.485 0.049
C -1.298 0.705 0.641
C 0.530 -0.603 -0.391
N 0.814 -1.716 -0.921
H -2.349 0.742 0.463
H -0.723 1.523 0.225
N -1.331 -1.568 -0.339
N -0.428 -2.288 -0.868
H -1.232 0.758 1.695
Cl 4.039 1.529 -0.919
S 2.705 1.405 0.365

Results
E_HOMO (alpha / beta)	-9.43 / -9.40	eV
E_LUMO (alpha / beta)	-3.253 / -3.250	eV
multiplicity	1
HOMO-LUMO gap (alpha / beta)	6.18 / 6.15	eV

Entry 4:
A cluster of 2 separate species, C3H12N2S in total in a non-equilibrium geometry, computed with wB97M-V/def2-TZVPD.

Geometry (Å):
H 1.361 2.546 -1.156
N 3.437 0.318 -1.059
H -1.653 0.431 1.237
N 1.612 1.915 -0.410
H -3.438 0.527 1.205
C -2.586 -0.106 1.428
H -3.099 -2.245 1.189
C -2.663 -1.410 0.650
S -0.994 -1.912 0.061
H 3.862 0.893 -1.775
H 1.606 0.479 -1.916
H 1.603 -0.207 -0.340
H 3.946 0.456 -0.196
C 2.001 0.624 -0.912
H -2.612 -0.296 2.497
H 2.286 2.344 0.205
H -3.259 -1.288 -0.260
H -1.408 -3.069 -0.448

Results
E_HOMO	-8.87	eV
SMILES	CCS.NCN
E_LUMO	0.964	eV
multiplicity	1
HOMO-LUMO gap	9.83	eV

Entry 5:
A cluster of 10 separate species, C10H40N8O10 in total in a non-equilibrium geometry, computed with wB97M-V/def2-TZVPD.

Geometry (Å):
H -0.732 0.338 4.210
H 0.958 -4.733 -3.075
H -1.693 -1.546 1.833
H 2.106 -2.710 -0.115
N 2.872 1.390 -2.511
H 1.889 -1.282 -1.157
H 4.981 -1.590 1.001
H -0.618 -1.395 3.603
H -3.106 1.113 -2.576
O 0.126 3.681 -3.994
H 3.952 3.772 -0.933
H 1.085 0.338 0.048
H -3.482 -1.462 2.019
C 1.342 3.592 1.182
H 1.128 3.372 0.137
O 2.187 -0.053 3.283
H -0.966 2.445 -2.564
H 0.878 -2.326 3.365
C -0.002 0.400 0.101
H -3.384 -3.590 2.398
H 3.886 2.049 -0.660
H 1.847 4.551 1.298
H 0.369 1.717 -3.298
N -3.752 -1.833 -2.626
H 2.040 2.848 1.568
H 3.241 0.823 -1.762
N 4.032 -1.880 0.815
H -3.184 -0.827 4.718
N -3.061 0.136 -2.829
C 3.103 2.716 -2.402
H -2.894 1.660 4.384
H 3.729 -2.835 0.943
H -0.984 -4.145 -2.436
H -1.262 -0.063 -1.119
H -0.427 0.143 1.071
N 0.372 -1.453 3.415
H -2.702 -2.162 0.526
O 0.244 3.502 1.988
H -0.149 -2.770 -2.611
C -2.729 0.837 3.688
H 1.025 3.809 -3.683
O 1.158 -4.371 -2.209
N 0.198 0.604 3.919
C -2.645 -2.025 1.606
O 3.895 -0.149 -0.520
H -0.377 1.391 -0.156
C -3.788 -0.685 -2.097
H -2.073 1.020 2.837
N 2.411 -1.818 -0.479
O -2.549 -3.335 1.999
H 2.461 1.059 -3.372
C 1.022 -0.298 3.456
O 2.843 3.544 -3.160
C -0.408 2.454 -3.500
H -2.549 -0.207 -3.629
H -3.738 0.729 3.290
H -3.204 -2.105 -3.429
N 3.633 2.855 -1.213
O -2.375 -0.427 4.391
H 0.452 3.149 2.856
H 0.620 1.514 4.032
C -0.081 -3.690 -2.030
H -0.245 -3.332 -1.014
O -0.405 -0.414 -0.868
H -1.100 2.054 -4.241
C 3.520 -1.282 -0.151
O -4.393 -0.388 -1.136
H -4.546 -2.423 -2.424

Results
E_HOMO	-9.06	eV
SMILES	NC(N)=O.NC(N)=O.NC(N)=O.NC(N)=O.CO.CO.CO.CO.CO.CO
E_LUMO	0.122	eV
multiplicity	1
HOMO-LUMO gap	9.19	eV

Entry 6:
A cluster of 2 separate species, C9H18OS in total in a non-equilibrium geometry, computed with wB97M-V/def2-TZVPD.

Geometry (Å):
H 2.872 0.322 0.245
C 0.148 1.608 -0.792
O -2.954 -1.018 1.204
H -0.894 1.123 1.036
H -1.693 1.292 -2.037
C 1.262 1.389 1.213
H 1.100 0.578 1.850
C 1.393 1.336 -1.051
C -0.072 1.872 0.695
C -2.061 -2.240 -0.856
C -0.405 -2.022 1.428
H -0.855 -3.034 1.435
H 1.678 -1.516 1.286
H -0.365 2.935 0.803
H -2.603 -3.073 -0.355
C -0.768 1.877 -2.007
C 2.317 1.236 0.129
H -2.670 -1.773 -1.618
H 1.845 1.133 -2.118
H 0.781 -1.097 -0.052
H 1.715 2.142 1.966
H -1.218 -2.688 -1.374
H -1.074 2.954 -1.925
H 1.083 -2.846 0.180
H -0.582 -1.523 2.427
S -1.591 -1.005 0.473
H -0.113 1.829 -2.959
H 2.918 2.100 0.159
C 0.809 -1.890 0.614

Results
E_HOMO	-8.82	eV
E_LUMO	0.813	eV
multiplicity	1
HOMO-LUMO gap	9.64	eV

Entry 7:
A structure of composition C9H3CrF3N4OSSe4, computed with wB97M-V/def2-TZVPD.

Geometry (Å):
C -3.579 -0.416 0.531
F -2.314 3.364 -1.811
C 6.114 -0.708 0.762
Se 0.165 -1.532 3.582
F -2.330 1.798 -3.298
C 4.813 -0.588 0.180
C 4.619 -1.039 -1.166
H -2.044 -1.482 1.642
O 2.741 0.071 0.326
Se 1.709 -2.608 2.186
N -1.245 -0.146 0.316
C -2.682 1.155 -1.053
N 3.878 -0.046 0.907
H -4.418 -0.899 1.010
N 4.489 -1.419 -2.243
S 0.171 1.353 -1.115
N 7.171 -0.823 1.202
Cr 0.857 -0.136 0.530
Se 0.486 0.660 2.847
F -4.176 2.421 -2.365
C -1.398 0.790 -0.628
C -2.284 -0.740 0.891
C -3.769 0.541 -0.457
C -2.867 2.182 -2.127
H -4.768 0.811 -0.769
Se 0.662 -2.565 0.118

Results
net charge	-1
E_HOMO (alpha / beta)	-4.99 / -5.01	eV
E_LUMO (alpha / beta)	1.770 / 2.131	eV
multiplicity	2
HOMO-LUMO gap (alpha / beta)	6.76 / 7.14	eV
<S²>	0.77

Entry 8:
An isolated molecule of C14H13N3O3S in a non-equilibrium geometry, computed with wB97M-V/def2-TZVPD.

Geometry (Å):
H -0.191 -4.015 1.401
C -1.149 0.847 -2.385
C -0.956 0.574 -0.001
C 0.235 0.955 -2.436
H -1.451 0.404 0.959
H -3.192 2.906 -4.807
O -0.048 -1.958 1.145
H 2.292 2.439 1.097
N 1.088 -2.495 3.181
H -1.335 -3.284 0.279
C -0.829 -3.138 1.250
H 3.379 -0.695 4.824
H -2.854 0.525 -1.076
C -1.756 0.595 -1.152
N 2.210 1.528 1.563
C 2.053 -2.143 4.092
H 0.691 1.120 -3.408
H 2.106 0.890 -1.406
C 2.377 0.009 3.036
C 1.295 0.592 1.138
H 2.321 -2.821 4.868
C 0.828 -1.655 2.144
S -2.088 0.949 -3.938
O -3.280 0.061 -3.902
N 2.833 1.196 2.732
C 0.443 0.647 -0.069
C 2.680 -0.887 4.045
H -1.671 3.251 -3.961
H -3.201 2.867 -3.048
C -2.600 2.654 -3.924
H -1.539 -3.095 2.080
C 1.455 -0.399 2.057
C 1.037 0.848 -1.294
O -1.182 0.728 -5.087

Results
E_HOMO	-8.22	eV
SMILES	COc1nccc2n[nH]c(-c3ccc(S(C)(=O)=O)cc3)c12
E_LUMO	-0.153	eV
multiplicity	1
HOMO-LUMO gap	8.07	eV

Entry 9:
An isolated molecule of C3H4N2O2 in a non-equilibrium geometry, computed with wB97M-V/def2-TZVPD.

Geometry (Å):
N 0.202 1.207 -0.176
C 1.531 -0.621 0.232
H 1.397 -0.080 1.302
C -1.662 -0.213 -0.105
O -0.546 -0.889 -0.522
N 0.558 0.090 -0.587
H 1.223 -1.839 0.143
C -1.026 1.304 -0.010
H 2.689 -0.542 -0.156
H -1.604 2.175 -0.189
O -2.763 -0.592 0.068

Results
E_HOMO	-9.62	eV
SMILES	Cn1ncc(=O)o1
E_LUMO	0.508	eV
multiplicity	1
HOMO-LUMO gap	10.13	eV

Entry 10:
An isolated molecule of CH3N5O in a non-equilibrium geometry, computed with wB97M-V/def2-TZVPD.

Geometry (Å):
N -0.358 -1.001 0.586
H 0.288 -1.793 0.058
H 2.857 0.001 0.198
N -2.138 0.102 -0.375
N -1.623 -0.969 -0.260
N -1.097 1.013 0.248
C 0.080 0.346 0.356
O 2.063 -0.461 -0.359
H -1.351 2.003 -0.390
N 1.279 0.759 -0.063

Results
E_HOMO	-9.34	eV
SMILES	ON=c1[nH]nn[nH]1
E_LUMO	0.469	eV
multiplicity	1
HOMO-LUMO gap	9.80	eV

Entry 11:
A cluster of 2 separate species, C4H7NO2 in total in a non-equilibrium geometry, computed with wB97M-V/def2-TZVPD.

Geometry (Å):
H 3.851 0.231 -0.738
O -0.517 0.476 -1.108
H -1.587 -1.173 -1.412
H -0.899 -1.512 0.696
N 2.943 0.514 -0.430
C -0.039 0.975 0.054
C 2.275 -0.039 0.439
H 0.363 1.949 -0.048
H 2.236 -0.965 1.103
C -1.661 -0.284 -0.820
O -0.706 0.533 1.147
H -2.508 0.509 -0.779
H -2.358 -0.627 1.226
C -1.395 -0.588 0.670

Results
E_HOMO (alpha / beta)	-6.34 / -6.74	eV
E_LUMO (alpha / beta)	0.917 / 0.915	eV
multiplicity	1
HOMO-LUMO gap (alpha / beta)	7.26 / 7.65	eV

Entry 12:
An isolated molecule of C6H12O, computed with wB97M-V/def2-TZVPD.

Geometry (Å):
H 1.069 2.259 0.372
H 1.566 1.042 1.562
C -0.235 0.521 0.454
H -2.131 0.505 -0.643
H 0.784 0.314 -1.485
H 1.490 -1.666 0.802
H -2.044 1.736 0.631
H 0.179 2.099 1.896
H 2.314 -1.558 -0.834
C 0.093 -1.705 -0.891
H -1.721 -2.005 -0.305
C -1.464 1.218 -0.141
H -0.577 -0.189 1.219
O -0.845 -2.334 -0.066
H 0.090 -2.049 -1.928
C 0.486 -0.276 -0.616
C 0.698 1.537 1.112
C 1.409 -1.411 -0.252
H -1.162 1.964 -0.888

Results
E_HOMO	-9.68	eV
SMILES	CC(C)[C@H]1C[C@H]1O
E_LUMO	0.963	eV
multiplicity	1
HOMO-LUMO gap	10.64	eV

Energy relative to the best compared isomer or geometry (same formula, charge and spin) across the listed records, respectively: 83.0, 85.0, 407.5, 24.6, 388.0, 302.4, 0.0, 197.9, 540.0, 408.4, 605.6, 105.9 kJ/mol.
Energy across the listed records, respectively: -1572.26940, -2296.06775, -1155.19099, -629.17014, -1595.37383, -827.02749, -11987.12001, -1329.41815, -376.55812, -388.71414, -361.65019, -311.01894 a.u..